No. 1
Molecular formula: C52H66O14
Method: DFT, ωB97M-V with the def2-TZVPD basis set

```
132
Properties=species:S:1:pos:R:3
O 11.6127 8.9034 -3.5142
C 10.9123 9.1120 -4.4898
C 9.5294 8.5106 -4.7278
C 8.9925 9.4997 -5.7053
C 10.1951 10.0418 -6.4452
O 11.2481 9.8107 -5.5399
H 9.6801 7.5177 -5.1514
H 8.9354 8.3930 -3.8215
H 8.2093 9.0493 -6.3151
H 8.5436 10.1971 -4.9980
H 10.3054 9.5750 -7.4240
H 10.1182 11.0982 -6.7026
O 13.0626 5.1338 -0.9830
C 12.9547 5.3273 -2.1778
C 13.4916 6.4592 -3.0748
C 13.0550 6.0357 -4.4795
C 11.9484 4.9810 -4.2101
O 12.3273 4.4494 -2.9533
H 13.1083 7.4367 -2.7823
H 14.5800 6.5105 -3.0449
H 12.6103 6.9579 -4.8536
H 13.9538 5.8213 -5.0577
H 10.9191 5.3387 -4.1819
H 11.9409 4.1002 -4.8522
O 8.5233 15.3117 -8.5846
C 9.7018 15.1655 -8.2845
C 10.3969 14.4864 -7.0902
C 11.7997 14.3722 -7.6318
C 11.9540 15.3863 -8.7431
O 10.6531 15.5860 -9.1127
H 10.3649 15.0428 -6.1534
H 9.8504 13.5549 -6.9430
H 12.5659 14.3737 -6.8565
H 11.9672 13.3675 -8.0201
H 12.5913 16.2333 -8.4892
H 12.4887 14.8789 -9.5460
O 9.5406 10.9399 -9.2586
C 10.1481 11.2918 -10.2347
C 11.6642 11.2726 -10.5025
C 11.7932 12.1602 -11.7104
C 10.5290 11.6772 -12.4144
O 9.5488 11.6929 -11.3768
H 12.1640 11.7677 -9.6700
H 11.9531 10.2421 -10.7092
H 11.8114 13.2009 -11.3869
H 12.7272 11.8706 -12.1920
H 10.2907 12.4874 -13.1034
H 10.6750 10.7142 -12.9037
O 9.3676 6.4378 1.9678
C 9.8519 7.1384 1.1410
C 10.2211 8.6279 1.2671
C 11.0848 8.8156 -0.0063
C 10.6930 7.6730 -0.9187
O 10.2423 6.6216 -0.0624
H 9.3129 9.2108 1.1134
H 10.8211 8.8103 2.1586
H 10.8902 9.7832 -0.4688
H 12.1635 8.8230 0.1501
H 9.9360 7.9518 -1.6517
H 11.5691 7.3188 -1.4620
O 10.5848 5.4947 -7.0167
C 9.8035 6.0661 -7.7017
C 8.3677 5.7071 -7.8499
C 7.9530 6.4923 -9.0689
C 8.9927 7.6326 -9.1014
O 10.0556 7.2064 -8.4004
H 8.2084 4.6328 -7.9420
H 7.7616 6.0813 -7.0248
H 7.8718 5.9662 -10.0201
H 7.0026 6.9711 -8.8333
H 9.3584 7.9053 -10.0914
H 8.7430 8.5891 -8.6424
O 7.4665 6.5402 -3.7419
C 6.2664 6.5344 -3.6246
C 5.4574 5.6098 -2.7318
C 4.0607 6.2631 -2.8156
C 4.0521 6.8659 -4.2214
O 5.4180 7.3113 -4.3779
H 5.5558 4.6036 -3.1392
H 5.8060 5.5562 -1.7005
H 3.3145 5.4829 -2.6654
H 4.1055 6.9976 -2.0115
H 3.8342 6.1331 -4.9983
H 3.3626 7.7058 -4.3062
C 7.0887 9.9300 -1.3292
C 6.4574 9.3558 -0.2114
C 6.6927 9.9046 1.0703
C 7.5033 10.9783 1.2364
C 8.1440 11.5040 0.1531
C 7.9266 11.0606 -1.1874
H 6.8282 9.4677 -2.2698
H 5.8935 8.4490 -0.3727
H 6.2726 9.4609 1.9608
H 7.6741 11.2863 2.2574
H 8.7340 12.3883 0.3433
H 8.3206 11.6549 -1.9985
C 10.6457 12.6536 -2.5741
C 10.6886 13.2105 -1.2908
C 9.8536 14.2721 -1.0324
C 9.0577 14.7543 -2.0402
C 9.1044 14.3054 -3.3338
C 9.8945 13.2049 -3.6152
H 11.2789 11.8227 -2.8482
H 11.2612 12.8102 -0.4672
H 9.8393 14.7672 -0.0727
H 8.4428 15.5766 -1.7056
H 8.4244 14.7328 -4.0559
H 9.9852 12.8652 -4.6364
C 15.2301 8.8691 -9.5211
C 14.9290 7.5482 -9.5434
C 13.7774 7.0792 -8.8866
C 13.0824 7.9179 -8.0599
C 13.4823 9.2388 -7.9099
C 14.5447 9.6970 -8.6788
H 15.9711 9.2104 -10.2288
H 15.5589 6.8823 -10.1145
H 13.4809 6.0485 -9.0136
H 12.1628 7.6563 -7.5575
H 12.9140 9.9315 -7.3070
H 14.7105 10.7622 -8.7449
C 6.5549 11.6656 -7.9015
C 5.7416 10.5146 -7.6655
C 5.4522 10.1705 -6.3789
C 5.9856 10.9299 -5.3291
C 6.6936 12.1252 -5.5458
C 7.0202 12.3957 -6.8834
H 6.7484 11.8613 -8.9458
H 5.2763 9.9931 -8.4890
H 4.8073 9.3274 -6.1798
H 5.6951 10.5827 -4.3486
H 7.0137 12.7495 -4.7247
H 7.6369 13.2635 -7.0651
```

The orbital gap comes out at 0.3486 hartree. As for the structure (SMILES): O=C1CCCO1.O=C1CCCO1.O=C1CCCO1.O=C1CCCO1.O=C1CCCO1.O=C1CCCO1.O=C1CCCO1.c1ccccc1.c1ccccc1.c1ccccc1.c1ccccc1. The multiplicity is 1. The LUMO energy is 0.27 eV.



No. 2
Molecular formula: C52H68F32N4O16S4
Method: DFT, ωB97M-V with the def2-TZVPD basis set

```
176
Properties=species:S:1:pos:R:3
F 1.1475 0.8001 -13.2400
C 1.9220 0.1379 -12.4149
F 1.3379 0.0422 -11.2419
C 2.3159 -1.1397 -13.1480
F 1.2916 -1.8383 -13.5972
F 2.9134 -1.9675 -12.2481
C 3.3073 -0.8160 -14.3395
O 4.5964 -0.3264 -13.9056
C 5.0799 0.7723 -14.7018
F 4.8910 0.4883 -16.0274
F 4.2840 1.8370 -14.4916
C 6.5249 1.2113 -14.3029
F 7.4792 0.3624 -14.7791
F 7.0089 2.4331 -14.6080
H 2.8912 0.6362 -12.3949
H 2.7706 -0.1634 -15.0281
H 3.5317 -1.8063 -14.7359
H 6.7004 1.1199 -13.2310
F 11.9864 1.8621 1.8682
C 10.7966 1.3398 2.1702
F 10.8585 0.9434 3.4853
C 9.5599 2.2177 1.9529
F 9.5798 2.6238 0.6282
F 9.6386 3.3037 2.6453
C 8.1963 1.4256 2.3154
O 8.2142 0.1625 1.6165
C 6.9781 -0.2335 1.1523
F 6.4158 -0.7450 2.2107
F 6.2163 0.8388 0.8201
C 7.0028 -1.1385 -0.0150
F 7.5829 -2.2474 0.2279
F 5.8833 -1.4500 -0.5644
H 10.5017 0.4790 1.5702
H 7.3086 2.0481 2.2028
H 8.3077 1.0463 3.3311
H 7.5343 -0.7797 -0.8965
F -1.6786 -2.1437 -4.5328
C -0.9480 -1.7404 -3.4664
F 0.3193 -1.5117 -3.7554
C -1.3875 -0.5044 -2.6590
F -2.5843 -0.7668 -2.1824
F -1.5467 0.6478 -3.3677
C -0.4805 -0.1872 -1.3779
O -0.1174 -1.3217 -0.5842
C -1.0055 -1.6048 0.5602
F -2.3169 -1.7140 0.1627
F -0.6988 -2.8477 0.8972
C -0.7141 -0.5616 1.6796
F -0.9584 0.7249 1.3766
F -1.4134 -0.8965 2.6971
H -0.9289 -2.5844 -2.7769
H -1.1026 0.5082 -0.8145
H 0.3782 0.3671 -1.7565
H 0.3372 -0.6646 1.9486
F -2.8789 -11.0154 9.1011
C -4.1350 -10.4948 8.9286
F -4.8832 -10.7644 10.0364
C -4.0621 -8.9345 8.7159
F -3.6813 -8.4152 9.9191
F -5.2421 -8.3579 8.5432
C -3.1118 -8.5654 7.5735
O -3.5053 -9.3245 6.3339
C -3.2171 -8.7867 5.0246
F -3.8881 -7.7029 4.8889
F -1.9054 -8.4841 5.0199
C -3.6524 -9.8027 3.9588
F -4.9100 -10.1903 3.9027
F -3.3573 -9.2739 2.7437
H -4.6197 -11.0608 8.1330
H -2.0616 -8.6635 7.8485
H -3.2331 -7.5118 7.3220
H -3.1101 -10.7362 4.1088
C 6.1733 5.2601 7.9160
C 5.3539 4.0360 8.2421
O 6.2740 2.9218 8.5484
S 5.7119 1.4333 8.9537
C 5.2224 1.8384 10.7419
O 4.5202 1.1549 8.1204
O 6.9557 0.6072 8.9243
H 5.6787 6.1816 7.6091
H 6.8950 5.0520 7.1260
H 6.8352 5.3810 8.7735
H 4.6705 4.2064 9.0739
H 4.7721 3.7163 7.3775
H 5.4402 0.9462 11.3291
H 4.1348 1.8219 10.6718
H 5.6391 2.7652 11.1362
C -6.3607 -7.3131 -3.6492
C -6.7751 -8.8128 -3.9246
O -8.0725 -8.9114 -3.7757
S -8.9440 -10.1250 -4.5379
C -8.6809 -11.5751 -3.3327
O -10.3738 -9.7822 -4.5264
O -8.2868 -10.4005 -5.7935
H -6.4879 -7.1556 -2.5781
H -6.9651 -6.5391 -4.1221
H -5.3470 -7.0996 -3.9882
H -6.4914 -8.9760 -4.9643
H -6.1716 -9.4566 -3.2848
H -8.8942 -11.3985 -2.2785
H -7.7808 -12.1624 -3.5142
H -9.5411 -12.1919 -3.5931
C -0.7522 6.6749 -0.3294
C -1.8961 7.5680 -0.9621
O -2.8783 7.6596 0.0162
S -4.5044 7.5330 -0.5850
C -4.5589 9.2517 -1.3554
O -4.6049 6.5709 -1.6724
O -5.3852 7.4809 0.5909
H -0.6513 6.9081 0.7306
H 0.2477 6.7843 -0.7494
H -0.9288 5.6011 -0.2670
H -1.5211 8.5110 -1.3600
H -2.2723 6.9854 -1.8029
H -3.8482 9.9349 -0.8905
H -5.5831 9.6233 -1.3865
H -4.1061 9.0331 -2.3225
C -3.4412 9.3145 5.2816
C -3.1376 7.9427 5.9859
O -4.1271 7.5719 6.9112
S -3.9868 6.0192 7.5692
C -4.6092 5.1323 6.0984
O -2.5628 5.5931 7.6138
O -5.0514 5.7575 8.5822
H -3.9982 10.0066 5.9132
H -4.0655 9.1902 4.3969
H -2.5259 9.7255 4.8558
H -3.0097 7.1972 5.2011
H -2.1577 8.0827 6.4423
H -4.7569 4.1124 6.4533
H -3.8418 5.1961 5.3270
H -5.5385 5.5740 5.7386
C -2.9648 7.8498 -7.0761
C -2.8946 6.4886 -7.1170
C -1.6328 6.0098 -7.5373
N -0.5190 6.8232 -7.6799
C -0.6932 8.1399 -7.5642
C -1.9155 8.7179 -7.2336
H -3.9109 8.2871 -6.7930
H -3.7734 5.9247 -6.8411
H -1.4851 4.9624 -7.7552
H 0.2142 8.7175 -7.4679
H -1.9552 9.7967 -7.1997
C 5.0816 -7.1544 8.5296
C 4.6393 -7.0320 7.2287
C 3.5277 -6.1703 7.0781
N 2.9588 -5.4709 8.0228
C 3.4237 -5.6182 9.3013
C 4.5430 -6.4769 9.5982
H 5.8941 -7.8205 8.7798
H 5.0840 -7.6208 6.4401
H 3.2299 -6.0471 6.0473
H 3.0771 -5.0284 10.1370
H 4.9589 -6.6362 10.5821
C 7.3943 3.2824 -6.5094
C 6.1231 2.7432 -6.5411
C 5.9663 1.3534 -6.7541
N 7.0230 0.5565 -6.8353
C 8.2795 1.0755 -6.7265
C 8.5106 2.4438 -6.7224
H 7.5156 4.3515 -6.4161
H 5.2654 3.3985 -6.5034
H 4.9661 1.0151 -6.9815
H 9.0751 0.3532 -6.8344
H 9.4709 2.9371 -6.7535
C -11.4660 1.2148 1.8150
C -10.9394 1.2659 3.1420
C -9.6706 0.8122 3.4175
N -8.8059 0.4557 2.4252
C -9.3169 0.3148 1.1773
C -10.6294 0.6979 0.8093
H -12.4716 1.5314 1.5806
H -11.5886 1.5022 3.9721
H -9.3599 0.8290 4.4517
H -8.6276 0.0225 0.3989
H -10.9074 0.6500 -0.2332
```

The orbital gap comes out at 0.3569 hartree. As for the structure (SMILES): FC(F)C(F)(F)COC(F)(F)C(F)F.FC(F)C(F)(F)COC(F)(F)C(F)F.FC(F)C(F)(F)COC(F)(F)C(F)F.FC(F)C(F)(F)COC(F)(F)C(F)F.CCOS(C)(=O)=O.CCOS(C)(=O)=O.CCOS(C)(=O)=O.CCOS(C)(=O)=O.c1ccncc1.c1ccncc1.c1ccncc1.c1ccncc1. The multiplicity is 1. The LUMO energy is 0.15 eV.